This record from the OMol25 dataset describes the molecule C5H10N4O in a non-equilibrium geometry. The level of theory is the ωB97M-V functional and the def2-TZVPD basis.

```
20
Properties=species:S:1:pos:R:3:forces:R:3:lowdin_charge:R:1
C 1.674 -0.313 -0.479 -0.26 0.47 -0.52 -0.2153
C 1.187 -1.534 0.308 0.70 -1.04 -1.36 -0.1721
C 1.163 1.067 -0.065 -1.71 1.42 0.86 -0.1301
C -0.184 -1.351 0.748 -1.85 0.13 -1.95 -0.0799
C -1.390 1.592 -0.053 -1.25 -1.59 1.55 -0.1939
N -2.367 -0.613 0.447 -0.99 -0.25 0.39 0.0157
N -0.259 1.357 -0.722 3.52 -1.81 -1.33 -0.0149
N -2.277 0.725 0.447 -0.18 0.92 -0.61 -0.0062
N -1.198 -1.206 -0.095 2.03 1.43 0.99 -0.3081
O -1.109 -1.321 -1.353 -0.13 -0.38 0.01 -0.0707
H 2.728 -0.124 -0.443 0.95 -0.83 0.25 0.0958
H 1.471 -0.562 -1.512 -0.22 0.67 -0.49 0.1066
H 1.276 -2.477 -0.305 0.05 1.02 0.40 0.1414
H 1.858 -1.633 1.125 0.25 -0.39 1.13 0.0967
H 0.989 1.155 1.100 0.59 -0.16 -2.21 0.1434
H 1.949 1.857 -0.403 -1.72 -1.14 0.58 0.1246
H -0.376 -0.971 1.688 -0.64 0.28 1.95 0.0980
H -1.581 2.581 0.151 -0.94 2.13 0.77 0.0877
H -0.379 0.593 -1.402 -0.06 0.24 0.27 0.0901
H -3.176 1.179 0.816 1.86 -1.12 -0.69 0.1911
```
Positions in Å, forces in eV/Å.

Calculated values
Relative energy (zero: lowest compared OMol25 entry of this formula, charge and spin) = 627.5 kJ/mol
Net charge = 0
Max |F| = 4.18 eV Å⁻¹
HOMO-LUMO gap = 8.5 eV
M = 142.16 g mol⁻¹

This record from the OMol25 dataset describes a cluster of 2 separate species, C7H18NO3PS in total in a non-equilibrium geometry. The level of theory is the ωB97M-V functional and the def2-TZVPD basis.

```
31
Properties=species:S:1:pos:R:3:forces:R:3:lowdin_charge:R:1
N 3.038 -2.526 -2.340 -0.40 0.44 0.25 -0.3168
P 3.196 -1.209 -1.551 0.04 -0.87 -0.80 0.5106
S 1.395 -0.558 -0.561 -0.13 0.32 1.30 0.8411
C 0.447 0.398 -1.775 0.10 -0.08 -0.71 -0.4101
C -0.749 -0.413 -2.261 -0.41 -0.22 0.63 -0.2388
C -1.977 -0.220 -1.346 0.25 0.07 -0.47 -0.0929
C -3.042 -1.168 -1.815 -0.61 0.23 -0.19 -0.5288
O -3.933 -0.887 -2.583 0.55 -0.27 0.39 0.1113
O -2.864 -2.415 -1.323 0.05 0.09 -0.25 0.1071
H 2.123 -2.954 -2.323 0.16 -0.33 -0.18 -0.0266
H 3.548 -0.108 -2.350 0.15 0.27 0.37 -0.0050
H 4.107 -1.288 -0.487 -0.04 0.50 0.12 -0.0066
H 1.720 0.461 0.392 -0.74 0.90 0.13 0.0119
H 0.156 1.324 -1.276 0.21 0.03 0.19 0.0979
H 1.116 0.592 -2.613 0.07 0.25 0.09 0.0783
H -0.512 -1.479 -2.271 0.14 0.01 -0.24 0.1034
H -1.027 -0.114 -3.271 0.16 0.04 -0.06 0.1300
H -1.717 -0.393 -0.303 -0.05 0.00 0.05 0.1067
H -2.332 0.798 -1.490 -0.14 0.01 0.25 0.1372
H -3.495 -2.982 -1.790 -0.10 -0.03 0.13 0.1303
C -0.777 0.547 2.581 0.11 -0.32 0.34 -0.0981
C 0.561 1.312 2.599 -0.79 0.19 0.09 -0.7052
C 0.576 2.237 3.822 0.14 -0.14 0.21 -0.0966
O 0.698 2.034 1.437 1.17 -1.40 -1.08 -0.3136
H -1.611 1.246 2.500 0.04 0.07 -0.11 0.0737
H -0.812 -0.141 1.728 0.01 0.05 -0.01 0.0286
H -0.925 -0.052 3.489 0.00 0.01 -0.04 0.0673
H 1.351 0.541 2.790 0.06 0.11 -0.18 0.1028
H -0.234 2.966 3.755 0.01 0.02 -0.10 0.0711
H 1.523 2.774 3.880 -0.01 0.05 -0.07 0.0645
H 0.452 1.675 4.756 0.00 0.00 -0.04 0.0654
```
Positions in Å, forces in eV/Å.

Calculated values
Relative energy (zero: lowest compared OMol25 entry of this formula, charge and spin) = 0.0 kJ/mol
Net charge = 0
Max |F| = 2.12 eV Å⁻¹
HOMO-LUMO gap = 6.4 eV
M = 227.27 g mol⁻¹

This record from the OMol25 dataset describes the ion C6H2FO4S with charge -1 in a non-equilibrium geometry. The level of theory is the ωB97M-V functional and the def2-TZVPD basis.

```
14
Properties=species:S:1:pos:R:3:forces:R:3:lowdin_charge:R:1
C 1.924 -0.458 0.164 -2.26 0.63 0.17 -0.0595
C 1.961 0.827 0.355 -0.45 4.20 0.65 -0.0798
C 0.533 -0.828 0.049 -1.92 -1.72 -1.51 -0.2572
C -0.083 -2.024 -0.263 0.78 0.52 0.63 -0.0405
C -0.311 0.394 0.041 3.34 1.40 1.03 -0.5081
C -2.146 0.606 -1.343 -2.39 -0.18 -2.57 -0.2144
O -1.370 0.495 0.942 1.07 -0.06 -0.06 -0.2315
O -3.689 1.183 0.484 -1.35 1.20 0.59 -0.4915
O 0.637 1.445 0.218 0.43 -1.24 0.93 -0.0166
O -0.942 0.802 -1.312 1.60 -0.34 0.88 0.0039
F 0.908 -3.044 -0.248 -0.30 0.29 -0.17 -0.1686
S -2.785 0.082 0.252 -0.08 -1.26 0.30 0.8597
H 2.668 -1.109 -0.036 2.40 -1.92 0.04 0.0740
H 2.694 1.628 0.698 -0.89 -1.52 -0.93 0.1302
```
Positions in Å, forces in eV/Å.

Calculated values
Relative energy (zero: lowest compared OMol25 entry of this formula, charge and spin) = 297.9 kJ/mol
Net charge = -1
Max |F| = 4.28 eV Å⁻¹
HOMO-LUMO gap = 7.7 eV
M = 189.14 g mol⁻¹

This record from the OMol25 dataset describes the molecule C4H8O in a non-equilibrium geometry. The level of theory is the ωB97M-V functional and the def2-TZVPD basis.

```
13
Properties=species:S:1:pos:R:3:forces:R:3:lowdin_charge:R:1
C -1.967 -0.478 -0.795 0.30 1.73 -3.99 -0.1176
C -0.846 -0.115 0.055 1.39 0.47 0.38 -0.1992
C 0.446 -0.383 -0.131 -1.28 -1.62 0.71 -0.1359
C 1.465 0.176 0.759 0.13 -0.98 4.01 -0.3573
O 1.953 1.201 -0.029 2.26 2.12 0.80 -0.0660
H -2.173 -1.509 -0.861 -0.21 -1.38 0.08 0.0419
H -2.915 0.052 -0.564 0.76 -0.19 -0.31 0.0749
H -1.541 -0.178 -1.943 -1.79 -0.72 2.82 0.1517
H -1.043 0.607 0.822 -0.17 0.18 0.59 0.0975
H 0.841 -1.080 -0.874 -0.37 0.30 -0.15 0.1207
H 2.174 -0.634 1.203 -0.22 1.10 -1.68 0.1260
H 1.108 0.498 1.858 -0.14 0.07 -2.50 0.1434
H 2.498 1.845 0.499 -0.69 -1.08 -0.76 0.1199
```
Positions in Å, forces in eV/Å.

Calculated values
Relative energy (zero: lowest compared OMol25 entry of this formula, charge and spin) = 206.5 kJ/mol
Net charge = 0
Max |F| = 4.35 eV Å⁻¹
HOMO-LUMO gap = 10.1 eV
SMILES = C/C=C/CO
M = 72.11 g mol⁻¹

> Which of these has the lowest HOMO-LUMO gap?

C7H18NO3PS